[1]
{"formula": "C6H12O", "method": "the ωB97M-V functional and the def2-TZVPD basis", "homo_energy_ev": -8.06, "gap_ev": 8.4, "smiles": "C=C/C=C/CC.O", "spin_multiplicity": 1, "symbols": ["C", "C", "C", "C", "C", "C", "H", "H", "H", "H", "H", "H", "H", "H", "H", "H", "H", "H", "O"], "xyz": [[-1.136, 1.885, 0.791], [-0.241, 1.613, -0.422], [-0.014, -2.312, -3.599], [-0.604, -1.524, -2.693], [0.024, -0.396, -2.001], [-0.364, 0.169, -0.842], [-1.343, 0.928, 1.292], [-0.667, 2.545, 1.543], [-2.136, 2.267, 0.556], [-0.424, 2.412, -1.157], [0.847, 1.710, -0.237], [0.890, -1.956, -4.106], [-0.484, -3.202, -4.010], [-1.524, -1.820, -2.192], [0.628, 0.184, -2.738], [-0.105, -0.447, 0.028], [1.492, -0.957, 6.673], [2.712, -0.085, 6.480], [2.448, -1.014, 6.634]]}

***

[2]
{"formula": "C6H12O", "method": "the ωB97M-V functional and the def2-TZVPD basis", "homo_energy_ev": -7.80, "gap_ev": 8.7, "spin_multiplicity": 1, "symbols": ["C", "C", "C", "C", "O", "C", "C", "H", "H", "H", "H", "H", "H", "H", "H", "H", "H", "H", "H"], "xyz": [[-0.901, -1.813, -0.326], [-0.292, -0.413, -0.385], [-0.887, 0.450, 0.738], [-0.433, 1.895, 0.696], [1.003, 1.887, 0.651], [1.570, 1.551, -0.472], [1.493, -0.825, -0.288], [-1.987, -1.773, -0.484], [-0.481, -2.460, -1.104], [-0.729, -2.288, 0.649], [-0.570, 0.014, -1.365], [-0.624, 0.003, 1.705], [-1.988, 0.448, 0.678], [-0.722, 2.454, 1.587], [-0.808, 2.405, -0.202], [0.814, 1.636, -1.297], [1.356, -1.484, 0.556], [1.608, -1.372, -1.221], [2.498, -0.392, -0.113]]}

***

[3]
{"formula": "C6H12O", "method": "the ωB97M-V functional and the def2-TZVPD basis", "homo_energy_ev": -10.05, "gap_ev": 11.1, "smiles": "C1C[C@@H]2C[C@@H]2C1.O", "spin_multiplicity": 1, "symbols": ["C", "C", "C", "C", "C", "C", "O", "H", "H", "H", "H", "H", "H", "H", "H", "H", "H", "H", "H"], "xyz": [[-0.836, 0.889, -0.274], [-1.485, 0.258, 0.972], [-0.476, -0.812, 1.391], [0.885, -0.167, 1.149], [1.538, -0.666, -0.087], [0.693, 0.616, -0.120], [0.064, -0.400, -2.968], [-0.941, 1.982, -0.269], [-0.047, -0.319, -2.015], [-1.331, 0.566, -1.198], [-2.485, -0.146, 0.777], [-1.563, 1.013, 1.765], [-0.567, -1.661, 0.703], [-0.603, -1.207, 2.400], [1.431, 0.267, 1.979], [1.252, -1.642, -0.478], [2.594, -0.448, -0.217], [1.305, 1.485, -0.353], [0.571, 0.391, -3.158]]}

***

[4]
{"formula": "C6H12O", "method": "the ωB97M-V functional and the def2-TZVPD basis", "homo_energy_ev": -9.75, "gap_ev": 10.8, "smiles": "CC1(O)CCCC1", "spin_multiplicity": 1, "symbols": ["C", "C", "O", "C", "C", "C", "C", "H", "H", "H", "H", "H", "H", "H", "H", "H", "H", "H", "H"], "xyz": [[1.966, -0.901, -0.480], [0.682, -0.202, -0.034], [1.046, 0.119, 1.328], [0.128, 1.133, -0.535], [-1.151, 1.190, 0.597], [-1.785, -0.116, 0.065], [-0.578, -1.076, -0.125], [2.802, -0.213, -0.321], [2.017, -1.343, -1.482], [2.094, -1.695, 0.273], [0.850, 1.068, 1.403], [0.993, 1.803, -0.757], [-0.360, 1.044, -1.522], [-0.978, 0.978, 1.681], [-1.790, 2.089, 0.617], [-2.234, 0.168, -0.892], [-2.554, -0.627, 0.658], [-0.653, -1.566, -1.107], [-0.494, -1.855, 0.635]]}

***

[5]
{"formula": "C6H12O", "method": "the ωB97M-V functional and the def2-TZVPD basis", "homo_energy_ev": -9.46, "gap_ev": 10.6, "smiles": "CC[C@H]1CCCO1", "spin_multiplicity": 1, "symbols": ["C", "C", "C", "C", "C", "C", "O", "H", "H", "H", "H", "H", "H", "H", "H", "H", "H", "H", "H"], "xyz": [[-2.019, 1.100, 0.788], [-1.731, -0.071, -0.113], [-0.277, -0.527, 0.184], [0.504, -0.685, -1.081], [1.934, -0.678, -0.580], [1.875, 0.443, 0.482], [0.592, 0.316, 1.093], [-1.860, 0.768, 1.815], [-1.265, 1.858, 0.576], [-3.025, 1.503, 0.662], [-2.464, -0.878, 0.037], [-1.872, 0.201, -1.171], [-0.282, -1.483, 0.708], [0.039, -1.613, -1.436], [0.324, 0.104, -1.823], [2.706, -0.523, -1.338], [2.133, -1.617, -0.051], [2.717, 0.327, 1.183], [1.970, 1.457, 0.065]]}

***

[6]
{"formula": "C6H12O", "method": "the ωB97M-V functional and the def2-TZVPD basis", "homo_energy_ev": -7.51, "gap_ev": 8.3, "spin_multiplicity": 1, "symbols": ["C", "C", "C", "C", "C", "C", "O", "H", "H", "H", "H", "H", "H", "H", "H", "H", "H", "H", "H"], "xyz": [[-0.880, 0.718, 1.963], [0.388, 0.395, 1.171], [0.167, -0.081, -0.273], [-0.828, 0.784, -1.043], [1.436, -0.440, -1.051], [0.735, -1.634, -1.725], [-0.307, -1.500, -0.272], [-1.557, -0.141, 1.962], [-1.419, 1.581, 1.555], [-0.644, 0.954, 3.007], [0.975, -0.371, 1.690], [1.033, 1.288, 1.144], [-1.852, 0.540, -0.731], [-0.698, 1.861, -0.852], [-0.720, 0.594, -2.115], [2.270, -0.618, -0.347], [1.746, 0.298, -1.793], [1.282, -2.579, -1.520], [-1.127, -1.647, -0.773]]}

***

[7]
{"formula": "C6H12O", "method": "the ωB97M-V functional and the def2-TZVPD basis", "homo_energy_ev": -9.43, "gap_ev": 10.6, "smiles": "C[C@H]1CO[C@@H](C)C1", "spin_multiplicity": 1, "symbols": ["C", "C", "C", "O", "C", "C", "C", "H", "H", "H", "H", "H", "H", "H", "H", "H", "H", "H", "H"], "xyz": [[-2.379, 0.513, 0.228], [-1.082, -0.339, 0.344], [-0.632, -1.111, -0.909], [0.796, -1.150, -0.915], [1.334, -0.361, 0.140], [2.554, 0.422, -0.352], [0.155, 0.505, 0.598], [-3.310, -0.071, 0.147], [-2.352, 1.201, -0.628], [-2.492, 1.131, 1.134], [-1.265, -1.030, 1.184], [-0.989, -2.144, -0.928], [-0.948, -0.572, -1.813], [1.673, -1.033, 0.947], [3.341, -0.249, -0.716], [2.983, 1.018, 0.464], [2.279, 1.098, -1.170], [0.101, 1.381, -0.063], [0.228, 0.812, 1.640]]}

***

[8]
{"formula": "C6H12O", "method": "the ωB97M-V functional and the def2-TZVPD basis", "homo_energy_ev": -9.78, "gap_ev": 10.8, "smiles": "C[C@@H]1C[C@@H]1[C@@H](C)O", "spin_multiplicity": 1, "symbols": ["C", "C", "O", "C", "C", "C", "C", "H", "H", "H", "H", "H", "H", "H", "H", "H", "H", "H", "H"], "xyz": [[2.427, -0.029, -0.054], [0.977, -0.266, 0.319], [0.949, -0.637, 1.690], [0.090, 0.937, 0.091], [-0.666, 1.077, -1.209], [-1.401, 0.659, 0.035], [-1.982, -0.991, 0.094], [2.519, 0.197, -1.121], [3.020, -0.920, 0.170], [2.835, 0.807, 0.523], [0.580, -1.087, -0.297], [0.071, -0.420, 2.030], [0.519, 1.857, 0.517], [-0.571, 0.244, -1.901], [-0.692, 2.047, -1.717], [-2.319, 0.620, 0.545], [-1.989, -1.335, -0.932], [-3.027, -1.168, 0.483], [-1.340, -1.591, 0.736]]}

***

[9]
{"formula": "C6H12O", "method": "the ωB97M-V functional and the def2-TZVPD basis", "homo_energy_ev": -9.61, "gap_ev": 10.7, "smiles": "CCO[C@H]1C[C@H]1C", "spin_multiplicity": 1, "symbols": ["C", "C", "O", "C", "C", "C", "C", "H", "H", "H", "H", "H", "H", "H", "H", "H", "H", "H", "H"], "xyz": [[-1.339, -1.125, -2.016], [-0.869, 0.132, -1.316], [-0.987, -0.068, 0.081], [-0.425, 1.002, 0.771], [0.081, 0.764, 2.165], [1.062, 0.912, 1.028], [1.800, -0.537, 0.621], [-2.370, -1.355, -1.732], [-0.710, -1.977, -1.740], [-1.294, -0.996, -3.101], [-1.477, 1.002, -1.615], [0.176, 0.366, -1.581], [-0.999, 1.928, 0.611], [0.046, -0.263, 2.507], [-0.187, 1.483, 2.944], [2.034, 1.182, 0.713], [2.548, -0.502, -0.212], [2.370, -0.903, 1.490], [0.999, -1.197, 0.334]]}

***

[10]
{"formula": "C6H12O", "method": "the ωB97M-V functional and the def2-TZVPD basis", "homo_energy_ev": [-7.54, -7.54], "gap_ev": [8.0, 8.0], "spin_multiplicity": 1, "symbols": ["C", "C", "C", "C", "C", "C", "O", "H", "H", "H", "H", "H", "H", "H", "H", "H", "H", "H", "H"], "xyz": [[2.131, 1.161, -0.256], [1.108, 0.297, 0.434], [-0.518, -1.418, 0.214], [-1.228, -2.142, -0.860], [-1.327, -0.301, 0.764], [-0.507, 0.781, 0.068], [-0.697, 2.040, 0.674], [1.846, 2.211, -0.201], [2.236, 0.857, -1.303], [3.113, 1.048, 0.217], [1.044, 0.508, 1.506], [1.532, -0.729, 0.430], [-0.998, -1.963, -1.920], [-0.908, -3.161, -0.636], [-2.314, -2.053, -0.721], [-1.139, -0.226, 1.839], [-2.407, -0.344, 0.546], [-0.850, 0.866, -0.994], [-0.231, 2.696, 0.130]]}

***

[11]
{"formula": "C6H12O", "method": "the ωB97M-V functional and the def2-TZVPD basis", "homo_energy_ev": -9.38, "gap_ev": 10.5, "smiles": "OC1C=C1.[H][H].C=CC", "spin_multiplicity": 1, "symbols": ["C", "C", "C", "C", "C", "C", "O", "H", "H", "H", "H", "H", "H", "H", "H", "H", "H", "H", "H"], "xyz": [[1.661, 0.355, 1.069], [1.476, -0.640, 0.204], [1.896, -0.593, -1.236], [-1.503, -0.683, -0.841], [-2.227, -0.564, 0.235], [-2.075, 0.661, -0.595], [-1.313, 1.776, -0.223], [-0.564, 0.666, 2.397], [1.444, 0.234, 2.126], [2.069, 1.315, 0.757], [1.054, -1.580, 0.561], [2.833, -1.150, -1.352], [2.068, 0.436, -1.567], [1.167, -1.054, -1.910], [-0.911, -1.324, -1.478], [-2.650, -1.044, 1.107], [-1.205, 0.360, 2.185], [-2.909, 1.030, -1.191], [-0.526, 1.463, 0.246]]}

***

[12]
{"formula": "C6H12O", "method": "the ωB97M-V functional and the def2-TZVPD basis", "homo_energy_ev": -9.69, "gap_ev": 10.8, "smiles": "CC[C@H]1CCCO1", "spin_multiplicity": 1, "symbols": ["C", "C", "C", "C", "C", "C", "O", "H", "H", "H", "H", "H", "H", "H", "H", "H", "H", "H", "H"], "xyz": [[-0.238, 2.172, -0.839], [-0.273, 0.704, -1.264], [-0.865, -0.222, -0.182], [-0.232, -1.636, -0.173], [0.722, -1.602, 1.045], [0.668, -0.134, 1.477], [-0.632, 0.291, 1.125], [-1.181, 2.479, -0.377], [0.550, 2.348, -0.099], [-0.042, 2.823, -1.698], [-0.875, 0.589, -2.174], [0.741, 0.379, -1.533], [-1.954, -0.260, -0.295], [-0.992, -2.412, -0.051], [0.300, -1.842, -1.108], [1.738, -1.928, 0.804], [0.343, -2.240, 1.848], [0.796, 0.031, 2.550], [1.427, 0.459, 0.940]]}

***

[13]
{"formula": "C6H12O", "method": "the ωB97M-V functional and the def2-TZVPD basis", "homo_energy_ev": -8.61, "gap_ev": 9.4, "spin_multiplicity": 1, "symbols": ["C", "C", "C", "C", "C", "C", "O", "H", "H", "H", "H", "H", "H", "H", "H", "H", "H", "H", "H"], "xyz": [[-0.266, -1.917, 0.206], [-1.128, -0.761, 0.725], [-0.835, 0.538, 0.006], [-1.458, 0.873, -1.122], [0.248, 1.416, 0.607], [1.601, 0.774, 0.403], [2.084, 0.500, 1.599], [0.801, -1.687, 0.291], [-0.476, -2.101, -0.853], [-0.461, -2.839, 0.764], [-0.960, -0.633, 1.802], [-2.187, -1.015, 0.599], [-2.224, 0.233, -1.554], [-1.215, 1.783, -1.664], [1.618, 0.363, -2.958], [0.038, 1.616, 1.670], [0.275, 2.367, 0.061], [1.664, 0.421, -2.214], [2.949, 0.078, 1.476]]}

***

What molar mass values result from the calculations? In sequence: 100.161; 100.161; 100.161; 100.161; 100.161; 100.161; 100.161; 100.161; 100.161; 100.161; 100.161; 100.161; 100.161 g mol⁻¹.
What ΔE to the lowest compared entry with this formula, charge and spin values result from the calculations? In sequence: 77.0; 120.2; 34.8; 39.3; 25.1; 99.3; 9.8; 77.5; 77.6; 129.4; 111.1; 12.0; 95.7 kcal/mol.
What F_max values result from the calculations? In sequence: 3.13; 2.10; 0.55; 1.50; 1.27; 0.72; 0.74; 3.98; 3.78; 1.64; 0.50; 0.25; 0.42 eV/A.